No. 1
Formula: C4H10N2OS
Source: the Open Molecules 2025 dataset
Level of theory: ωB97M-V/def2-TZVPD

```
18
Properties=species:S:1:pos:R:3:forces:R:3
C -2.01723 -0.50966 0.35465 0.272 -0.247 -0.352
C 0.19693 -0.28783 -0.20407 0.837 -0.026 -0.886
C 1.01683 0.65508 -1.09573 0.777 -0.059 0.411
C 1.02759 -0.74551 1.01262 0.496 -0.477 -1.134
H -2.21556 -1.06495 -0.57629 -0.076 0.060 0.268
H -1.63869 -1.22655 1.10045 -0.564 0.119 0.017
H -2.93917 -0.00926 0.66094 0.372 0.068 0.144
H -0.06981 -1.21082 -0.73573 0.155 0.179 -0.153
H 1.97059 0.16636 -1.38007 -0.642 0.162 0.040
H 1.27977 1.49660 -0.44515 0.136 0.101 0.126
H 0.70828 1.89657 -2.70515 0.033 -0.409 0.158
H -0.64566 1.38484 -2.01113 -0.812 0.197 0.430
H -0.04456 0.46924 2.19008 -0.595 0.560 -0.126
H 1.09152 -0.53133 2.99435 0.103 0.421 -0.397
N 0.26915 1.09069 -2.26021 0.747 -0.231 -0.701
N 0.77144 -0.09489 2.13038 0.136 -0.557 1.396
O -0.97088 0.43307 0.09404 -0.702 -0.360 0.790
S 2.20946 -1.91164 0.87601 -0.675 0.499 -0.032
```
Forces are in eV/Å.

As for the SMILES: CO[C@@H](CN)C(N)=S. Its orbital gap is 9.08 eV. The relative energy (zero: lowest compared OMol25 entry of this formula, charge and spin) is 117.5 kJ/mol.

=====

No. 2
Formula: C4H10N2OS
Source: the Open Molecules 2025 dataset
Level of theory: ωB97M-V/def2-TZVPD

```
18
Properties=species:S:1:pos:R:3:forces:R:3
N 3.22901 2.99782 -1.72095 -1.339 -1.178 1.427
C -0.20395 -0.26558 0.40259 5.087 1.279 1.188
C 1.33903 -0.24772 0.45491 -2.884 2.665 1.196
S 2.26297 1.17915 1.02354 -0.817 -1.196 -0.384
C -0.76630 -1.37790 -0.21299 -3.707 -5.096 -2.265
N -2.26041 -1.51609 -0.30392 1.627 -1.737 1.454
C -3.04044 -1.16439 0.90167 0.976 -0.452 0.227
O -0.16589 -2.36402 -0.70954 -0.042 2.517 0.965
H 2.53438 3.50728 -2.26160 0.383 0.423 0.044
H 2.59964 2.42234 -1.07670 1.221 0.692 -1.072
H 3.69839 3.61729 -1.05566 -0.233 0.128 -0.513
H -0.67579 0.57909 0.89459 -0.386 -0.290 -0.348
H 1.83902 -1.05309 0.97974 -0.153 -0.812 0.587
H 1.67494 -0.55486 -0.50953 0.382 -0.411 -1.512
H -2.47803 -2.55613 -0.43373 0.996 1.958 -0.501
H -2.84625 -1.77891 1.82996 -0.299 -0.062 -1.148
H -4.07675 -1.20785 0.58344 -0.161 0.411 0.531
H -2.66357 -0.21642 1.21416 -0.650 1.162 0.123
```
Forces are in eV/Å.

Its orbital gap is 4.87 eV. The relative energy (zero: lowest compared OMol25 entry of this formula, charge and spin) is 538.4 kJ/mol.